16
Properties=species:S:1:pos:R:3:lowdin_charge:R:1 method="wB97M-V/def2-TZVPD" gap_ev=10.3 total_energy_ev=-9878.2565 homo_energy_ev=-9.70 charge=0 lumo_energy_ha=0.0202 relative_energy_ev=1.8041
N 1.37 0.32 1.48 0.176
C 1.33 -0.97 1.07 -0.544
O 1.95 -1.87 1.60 0.040
C 0.43 -1.27 -0.13 -0.101
C -0.81 -0.37 -0.29 -0.177
C -0.39 0.82 -1.11 -0.343
O 0.18 1.79 -0.66 0.000
H 2.05 0.55 2.20 0.114
H 1.00 1.08 0.92 0.064
H 1.05 -1.21 -1.04 0.130
H 0.13 -2.31 -0.03 0.120
H -1.60 -0.92 -0.82 0.114
H -1.21 -0.07 0.69 0.125
H -0.61 0.76 -2.19 0.128
H -2.71 1.61 -0.93 0.084
H -2.16 2.07 -0.77 0.069